Model A:
Molecular formula: C2H3N3O3
Method: DFT, the ωB97M-V functional and the def2-TZVPD basis

Output
- HOMO-LUMO gap: 10.2771 eV
- Lowest unoccupied orbital energy: 0.38 eV
- SMILES: N#CN(O)O.N=C=O
- Highest occupied orbital energy: -0.3638 hartree

The geometry in XYZ format:
```
11
Properties=species:S:1:pos:R:3:lowdin_charge:R:1
N 0.4447 -1.5045 0.1016 0.191
C -0.5044 -0.8571 -0.0498 -0.272
N -1.5638 -0.1706 -0.1434 -0.186
O -2.2267 0.1268 -1.3516 0.055
O -2.0920 0.6736 0.8600 0.070
H -1.8584 0.9022 -1.8303 0.129
H -1.3286 1.2332 1.1095 0.118
N 2.8565 -0.3597 0.5444 0.175
C 1.9332 0.2497 0.1106 -0.536
O 1.1787 1.0132 -0.3103 0.112
H 3.1607 -1.3070 0.9593 0.144
```

Model B:
Molecular formula: C2H3N3O3
Method: DFT, the ωB97M-V functional and the def2-TZVPD basis

Output
- HOMO-LUMO gap: 8.1003 eV
- Lowest unoccupied orbital energy: -0.90 eV
- Highest occupied orbital energy: -0.3307 hartree

The geometry in XYZ format:
```
11
Properties=species:S:1:pos:R:3:lowdin_charge:R:1
C -0.8071 -0.1518 -0.1508 -0.408
C 0.7387 1.0005 0.4937 -0.522
H -2.5187 -0.9115 0.7629 0.338
H 1.0114 2.6919 1.2170 -0.008
H 0.4720 -2.5797 -1.2663 0.130
N -0.5236 0.8077 0.6739 0.223
N 1.4666 2.1600 0.5405 0.146
N 0.3041 -0.6070 -0.9373 -0.023
O -1.9919 -0.7167 -0.3791 0.047
O 1.3407 0.2521 -0.4384 0.057
O 0.5078 -1.9454 -0.5162 0.019
```

Model C:
Molecular formula: C2H3N3O3
Method: DFT, the ωB97M-V functional and the def2-TZVPD basis

Output
- HOMO-LUMO gap: 10.1332 eV
- Lowest unoccupied orbital energy: -0.16 eV
- SMILES: Nc1nc(=O)n(O)o1
- Highest occupied orbital energy: -0.3783 hartree

The geometry in XYZ format:
```
11
Properties=species:S:1:pos:R:3:lowdin_charge:R:1
N -0.6833 -0.9392 2.3922 0.077
C -0.1071 -0.4217 1.1586 -0.524
N 0.8018 0.4877 0.9265 0.206
C 0.6512 0.8245 -0.4125 -0.552
O 1.3668 1.4154 -1.1888 0.114
N -0.4862 0.2871 -0.8639 -0.077
O -0.5981 -0.2506 -2.0623 0.031
O -0.7676 -0.7739 0.1352 0.088
H 0.2107 -1.0791 3.1588 0.175
H -0.9907 -2.1197 2.1713 0.204
H 0.0795 -1.1932 -2.0644 0.258
```

Model D:
Molecular formula: C2H3N3O3
Method: DFT, the ωB97M-V functional and the def2-TZVPD basis

Output
- HOMO-LUMO gap: 9.9593 eV
- Lowest unoccupied orbital energy: 0.13 eV
- SMILES: O=c1nc(O)n(O)[nH]1
- Highest occupied orbital energy: -0.3612 hartree

The geometry in XYZ format:
```
11
Properties=species:S:1:pos:R:3:lowdin_charge:R:1
O -2.8299 0.1321 0.1657 0.053
C -1.6205 0.1669 -0.0684 -0.564
N -0.9107 -0.4096 -1.0891 0.202
C 0.2933 -0.4248 -0.7180 -0.381
O 1.1742 -0.4722 -1.7861 0.109
N 0.6259 -0.1019 0.5807 -0.062
O 1.8390 0.4209 1.0832 0.045
N -0.6631 0.6390 0.7776 0.133
H 0.7536 -0.3785 -2.6193 0.096
H 2.0194 -0.2907 1.7713 0.150
H -0.6812 0.7188 1.9023 0.219
```

Which structure wins on stability? model D wins.

Model A:
Molecular formula: C3H4ClNO2
Method: DFT, the ωB97M-V functional and the def2-TZVPD basis

Output
- HOMO-LUMO gap (alpha / beta): 8.2905 / 8.1481 eV
- Lowest unoccupied orbital energy (alpha / beta): 0.72 / 0.73 eV
- Highest occupied orbital energy (alpha / beta): -0.2781 / -0.2726 hartree

The geometry in XYZ format:
```
11
Properties=species:S:1:pos:R:3:lowdin_charge:R:1
C 2.9997 1.0001 -0.6233 -0.446
C -2.6589 -0.7213 1.3432 -0.079
C -0.8722 -0.4928 -0.1416 -0.603
N 2.8580 0.4588 -1.6966 0.158
O 3.0171 1.6006 0.3736 0.128
O -1.8778 -1.0739 0.3915 -0.131
Cl -0.2363 0.9977 0.4826 0.659
H -2.7044 0.0032 2.1068 0.046
H -3.5641 -1.3999 1.3629 0.086
H -0.3981 -0.8584 -1.0344 0.073
H 3.4371 0.4860 -2.5648 0.109
```

Model B:
Molecular formula: C3H4ClNO2
Method: DFT, the ωB97M-V functional and the def2-TZVPD basis

Output
- HOMO-LUMO gap: 9.4548 eV
- Lowest unoccupied orbital energy: 0.07 eV
- Highest occupied orbital energy: -0.3448 hartree

The geometry in XYZ format:
```
11
Properties=species:S:1:pos:R:3:lowdin_charge:R:1
C -1.1419 -1.4113 0.3087 -0.516
C 0.2532 1.0832 -0.1451 -0.351
C 1.4899 0.4169 -0.2420 -0.019
N -1.1919 -0.1741 -0.0874 -0.442
O -2.1353 -2.0751 0.5183 -0.004
O -0.0627 2.1789 -0.2318 0.186
Cl -2.6533 0.6612 -0.1084 0.695
H -0.1245 -1.5709 0.4871 0.088
H 1.4021 -0.4326 0.4384 0.071
H 1.8953 0.1795 -1.2585 0.130
H 2.2691 1.1443 0.3207 0.163
```

Model C:
Molecular formula: C3H4ClNO2
Method: DFT, the ωB97M-V functional and the def2-TZVPD basis

Output
- HOMO-LUMO gap: 11.4752 eV
- Lowest unoccupied orbital energy: 0.62 eV
- SMILES: COC=O.N#CCl
- Highest occupied orbital energy: -0.3988 hartree

The geometry in XYZ format:
```
11
Properties=species:S:1:pos:R:3:lowdin_charge:R:1
C -1.0443 0.0348 -1.1719 -0.044
O -1.5819 -0.5061 0.0355 -0.052
C -0.7508 -1.1298 0.8378 -0.389
O 0.4259 -1.2905 0.6893 0.044
H -1.7420 0.7997 -1.5029 0.095
H -0.9666 -0.7547 -1.9225 0.099
H -0.0614 0.4695 -0.9915 0.057
H -1.3163 -1.4778 1.7258 0.149
N 1.5839 2.1003 0.1044 0.101
C 2.2615 1.3876 0.6923 -0.852
Cl 3.1920 0.3669 1.5036 0.793
```

Which structure wins on stability? model C wins.